1.
This record from OMol25 describes a 2-piece molecular cluster, C5H10NP overall. The level of theory is the ωB97M-V functional and the def2-TZVPD basis.

Cartesian coordinates (Å):
C  0.74560  0.04860  -1.06611
C  0.78395  0.55831  0.34854
C  1.81288  -0.19269  1.20470
N  -0.14067  1.16948  0.94395
P  -1.32478  2.12610  0.20591
H  0.79589  0.98611  -1.73652
H  1.53064  -0.61166  -1.39293
H  -0.30032  -0.40399  -1.20192
H  1.87082  -1.02501  0.61267
H  1.53007  -0.31737  2.25571
H  2.83539  0.33945  1.19686
H  -2.34074  1.05149  0.51212
H  -1.61831  2.85135  1.40763
C  -2.71803  -1.63039  -0.56936
C  -2.03704  -1.23686  0.35829
H  -3.10554  -1.79414  -1.52466
H  -1.28380  -0.76878  0.92089

Summary:
- Energy above the lowest of the compared OMol25 structures with the same formula, charge and spin: 71.9 kcal per mole
- Max |F|: 3.61 eV Å⁻¹
- Calculated total energy: -16121.793 eV
- Gap between HOMO and LUMO: 9.49 eV

***

2.
This record from OMol25 describes a 11-piece molecular cluster, C27H77F6N3O13P overall. The level of theory is the ωB97M-V functional and the def2-TZVPD basis.

Cartesian coordinates (Å):
P  1.61930  -0.39418  0.72358
F  2.38098  -1.63137  -0.07898
F  3.11138  0.18011  0.96717
F  1.61109  0.49046  -0.63624
F  0.98931  0.87631  1.50019
F  0.19511  -1.10711  0.48606
F  1.65311  -1.23752  2.11751
C  -7.83665  -5.01294  -1.96474
O  -6.45440  -4.79648  -1.91088
C  -5.76762  -5.97383  -2.35297
C  -4.28022  -5.73703  -2.15774
N  -3.95342  -5.34653  -0.78762
C  -2.66733  -4.64578  -0.66129
C  -2.69663  -3.20693  -1.06493
O  -3.88416  -2.57444  -0.61536
C  -3.78619  -1.17210  -0.57151
H  -8.16971  -5.98937  -1.59433
H  -8.29237  -5.07519  -2.96779
H  -8.39906  -4.18819  -1.53059
H  -5.99319  -6.31190  -3.36621
H  -6.05173  -6.79484  -1.68433
H  -3.99838  -4.93524  -2.85543
H  -3.69244  -6.61967  -2.41914
H  -4.61892  -4.60915  -0.56633
H  -1.89160  -5.23110  -1.14974
H  -2.32942  -4.55664  0.37850
H  -2.45864  -3.14050  -2.13830
H  -1.79086  -2.71236  -0.69349
H  -2.98934  -0.75653  0.05252
H  -4.67014  -0.85306  -0.00952
H  -3.82830  -0.68632  -1.54830
C  -0.81914  3.07577  -0.15905
O  -1.98161  3.84068  -0.43251
C  -1.74956  5.06927  -1.08368
C  -2.99221  5.62687  -1.75684
N  -3.26869  4.90578  -2.96952
C  -4.63797  5.04077  -3.48613
C  -5.79011  4.27106  -2.83256
O  -5.54732  2.89128  -2.79636
C  -6.59006  2.11596  -2.26499
H  -0.30433  2.61518  -1.00558
H  -1.26724  2.37874  0.54676
H  -0.09162  3.70267  0.37176
H  -0.96666  5.05156  -1.84940
H  -1.42900  5.80535  -0.33581
H  -2.77844  6.70176  -1.78609
H  -3.89798  5.58973  -1.12951
H  -3.30135  3.92981  -2.67194
H  -4.65814  4.85526  -4.56624
H  -4.85512  6.10898  -3.61346
H  -6.68157  4.47829  -3.43945
H  -6.04866  4.68567  -1.85013
H  -7.44901  1.81063  -2.86816
H  -7.02889  2.54881  -1.35708
H  -6.10526  1.21519  -1.88536
C  4.58257  2.89847  5.91196
O  3.64044  1.83054  5.81654
C  4.22251  0.70486  5.18980
C  3.11539  -0.39786  5.20927
N  1.89894  0.10102  4.53839
C  0.64725  -0.54956  4.97854
C  -0.59807  0.08597  4.38324
O  -0.45873  1.48389  4.65766
C  -1.44415  2.23552  3.99807
H  5.12957  2.77035  6.84538
H  4.03515  3.83517  5.80719
H  5.21262  2.93888  5.01783
H  5.11906  0.38295  5.73350
H  4.48733  1.01343  4.17237
H  2.89799  -0.50845  6.27692
H  3.44195  -1.37063  4.82765
H  2.06018  -0.37980  3.64395
H  0.48028  -0.58178  6.05739
H  0.72082  -1.60856  4.68904
H  -1.44847  -0.26229  4.98324
H  -0.81301  -0.17293  3.34423
H  -1.31636  3.27674  4.29453
H  -2.48128  1.97630  4.25454
H  -1.30646  2.08917  2.92350
C  5.76676  -0.98728  1.37151
O  5.68465  0.05073  0.40414
H  6.83193  -1.21593  1.44888
H  5.47664  -0.60238  2.35433
H  5.20076  -1.90390  1.19339
H  4.73628  0.26932  0.42054
C  0.50151  -0.56072  -3.36386
O  0.00111  -0.65108  -4.68549
H  1.53990  -0.88143  -3.40203
H  0.40785  0.46337  -2.99764
H  -0.04362  -1.20953  -2.67380
H  -0.86436  -0.26286  -4.81401
C  1.21481  -3.88760  -2.58667
O  -0.03515  -4.56762  -2.49413
H  1.20340  -2.83089  -2.35298
H  1.84231  -4.38742  -1.84290
H  1.71401  -3.97379  -3.55602
H  0.06445  -5.48484  -2.75445
C  3.28868  3.76259  2.24558
O  2.33081  2.78949  2.61904
H  4.25612  3.29340  2.03241
H  2.96747  4.18966  1.28940
H  3.46121  4.59291  2.93099
H  2.07586  2.40446  1.77286
C  0.54611  -4.46735  2.51276
O  0.10784  -4.64236  3.84100
H  -0.19737  -4.68429  1.74238
H  0.84385  -3.41891  2.39570
H  1.47870  -4.96393  2.24507
H  -0.54164  -3.98575  4.09348
C  4.39459  4.02911  -2.43468
C  3.49794  3.07133  -1.67959
O  4.03968  2.65805  -0.42894
H  4.80059  4.79060  -1.75588
H  3.89589  4.59186  -3.22512
H  5.31913  3.59307  -2.81738
H  3.53349  2.23688  -2.39164
H  2.43952  3.29883  -1.58160
H  4.67596  1.96383  -0.63507
C  4.82128  -0.19107  -2.94883
C  5.44615  -1.52601  -2.72028
O  6.73152  -1.46913  -3.34886
H  3.98085  0.03485  -2.29560
H  4.67362  0.14192  -3.97988
H  5.64959  0.50313  -2.75124
H  4.84065  -2.40148  -3.00105
H  5.43206  -1.80447  -1.65958
H  7.32149  -2.12443  -2.96745

Summary:
- Energy above the lowest of the compared OMol25 structures with the same formula, charge and spin: 69.9 kcal per mole
- Max |F|: 2.17 eV Å⁻¹
- Charge: -1
- Calculated total energy: -85928.600 eV
- Gap between HOMO and LUMO: 7.99 eV

***

3.
This record from OMol25 describes a 2-piece molecular cluster, C10H16 overall. The level of theory is the ωB97M-V functional and the def2-TZVPD basis.

Cartesian coordinates (Å):
C  0.21494  -0.74361  3.92301
C  0.71447  -0.63273  2.51941
C  0.18156  -1.40945  1.47407
C  0.60613  -1.35977  0.15686
C  1.72041  -0.55885  -0.09451
C  2.24389  0.23164  0.94246
C  1.82145  0.23662  2.27718
H  -0.55633  -1.52656  4.14495
H  -0.13855  0.16468  4.30562
H  1.07764  -0.92121  4.55924
H  -0.43809  -2.25324  1.70497
H  0.17790  -2.06753  -0.51219
H  2.19176  -0.60598  -1.08420
H  3.23926  0.59294  0.71906
H  2.13989  0.98808  2.93865
C  -0.60262  1.80257  -2.83935
C  -1.05740  0.54546  -2.07921
C  -2.48301  0.25379  -2.57234
H  -0.21954  1.47722  -3.86809
H  0.24781  2.07388  -2.25822
H  -1.11290  2.73722  -3.01704
H  -0.35386  -0.30982  -2.26600
H  -0.97534  0.73277  -0.99039
H  -3.23718  0.96311  -2.08427
H  -2.65412  0.36588  -3.60756
H  -2.74815  -0.77711  -2.39212

Summary:
- Energy above the lowest of the compared OMol25 structures with the same formula, charge and spin: 34.8 kcal per mole
- Max |F|: 4.27 eV Å⁻¹
- Calculated total energy: -10628.236 eV
- Gap between HOMO and LUMO: 9.90 eV

***

4.
This record from OMol25 describes C51H60N7OP2S3SbW as an isolated structure. The level of theory is the ωB97M-V functional and the def2-TZVPD basis.

Cartesian coordinates (Å):
W  -0.52660  -0.65979  0.76800
C  3.80236  -3.96979  1.74803
C  2.79602  -4.24830  2.85568
N  2.30476  -3.03283  3.48611
C  1.40848  -2.19452  2.92442
S  0.37414  -2.77537  1.67636
N  1.32717  -0.99023  3.40297
N  0.37672  -0.21740  2.78280
C  0.19333  0.92304  3.37352
C  0.84450  1.32099  4.66027
C  -0.69178  1.83199  2.68970
C  -1.04262  3.05506  3.26543
C  -1.86170  3.92494  2.58783
C  -2.31788  3.52758  1.34033
C  -1.94784  2.29898  0.84495
N  -1.14289  1.42144  1.47874
H  4.11866  -4.89800  1.27058
H  4.69079  -3.47213  2.14028
H  3.35693  -3.32445  0.98844
H  3.23354  -4.86475  3.64108
H  1.94085  -4.80095  2.46704
H  2.89230  -2.59132  4.17772
H  1.40346  0.49429  5.07803
H  0.09049  1.64267  5.38012
H  1.53023  2.15815  4.50383
H  -0.65799  3.30831  4.24121
H  -2.13788  4.87945  3.01454
H  -2.96869  4.15136  0.74395
H  -2.33804  1.98000  -0.10254
O  0.31204  2.16033  -1.13370
N  -0.54131  2.32871  -2.09982
C  -0.44090  3.44368  -2.87242
C  -1.27263  3.66437  -3.93478
C  -2.26291  2.72443  -4.21917
C  -2.38551  1.62867  -3.40067
C  -1.52804  1.42558  -2.31024
S  -1.86933  0.05745  -1.28355
H  0.34103  4.11445  -2.55003
H  -1.14686  4.56005  -4.52486
H  -2.93224  2.85934  -5.05688
H  -3.15452  0.88757  -3.56880
C  -2.74690  -3.31161  2.18530
P  -2.77650  -1.75050  1.23772
C  -3.37935  -2.42391  -0.37990
N  -4.65034  -2.66439  -0.52158
C  -5.07415  -3.21676  -1.69421
C  -6.44947  -3.46429  -1.89123
C  -6.86978  -4.04352  -3.05496
C  -5.94055  -4.39937  -4.05866
C  -4.60529  -4.16593  -3.88773
C  -4.15056  -3.56191  -2.69635
N  -2.81796  -3.32700  -2.52616
C  -2.43474  -2.74943  -1.42729
P  -0.62095  -2.49848  -1.12095
C  -0.30937  -4.27547  -0.76970
C  0.40323  -2.30659  -2.69579
C  -0.07556  -3.16482  -3.87160
C  1.80959  -2.79389  -2.28183
C  0.52184  -0.86609  -3.19713
C  -4.21854  -0.83759  1.99970
C  -4.71937  0.24196  1.03372
C  -5.39062  -1.73360  2.40781
C  -3.66269  -0.17342  3.26938
H  -3.73756  -3.76198  2.17238
H  -2.42287  -3.12550  3.20930
H  -2.04311  -4.00888  1.74070
H  -7.13762  -3.18689  -1.10380
H  -7.92188  -4.23741  -3.21502
H  -6.29781  -4.86378  -4.96796
H  -3.87413  -4.42953  -4.64027
H  -0.56354  -4.84078  -1.66564
H  -0.95053  -4.62077  0.03931
H  0.72192  -4.46100  -0.48543
H  -0.20386  -4.21444  -3.61422
H  0.69323  -3.10842  -4.64762
H  -1.01287  -2.80151  -4.28346
H  1.86649  -3.88119  -2.25495
H  2.13370  -2.39513  -1.31920
H  2.52158  -2.44421  -3.03186
H  -0.41033  -0.52484  -3.64382
H  1.28762  -0.85302  -3.97767
H  0.82851  -0.17605  -2.41075
H  -5.04069  -0.17586  0.08236
H  -3.95553  0.99331  0.84337
H  -5.57545  0.74743  1.48796
H  -5.81036  -2.26519  1.55586
H  -6.16922  -1.09519  2.83295
H  -5.11514  -2.45095  3.18030
H  -2.80155  0.45477  3.05385
H  -3.36775  -0.91475  4.01642
H  -4.44128  0.45194  3.71352
S  1.79126  -0.22465  0.14975
Sb  2.75963  1.87134  0.02327
C  2.15664  3.84875  0.40979
C  2.35971  4.81417  -0.56934
C  2.09410  6.14776  -0.28976
C  1.62439  6.51720  0.96363
C  1.43098  5.55219  1.94209
C  1.70632  4.22074  1.66751
C  3.74727  1.87107  -1.82719
C  5.08436  1.48659  -1.86968
C  5.73495  1.37290  -3.09067
C  5.05546  1.64786  -4.26810
C  3.72162  2.03240  -4.22788
C  3.06639  2.13815  -3.01057
C  4.32123  1.75676  1.44177
C  4.37465  0.68835  2.33058
C  5.36992  0.64583  3.29857
C  6.30974  1.66242  3.37663
C  6.25474  2.73277  2.49264
C  5.25793  2.78397  1.53052
H  2.72841  4.53643  -1.55097
H  2.26090  6.89972  -1.05003
H  1.41994  7.55737  1.17994
H  1.07704  5.83849  2.92427
H  1.57497  3.47687  2.44432
H  5.62500  1.27398  -0.95491
H  6.77296  1.06923  -3.12039
H  5.56544  1.56137  -5.21853
H  3.18859  2.24505  -5.14567
H  2.02170  2.41674  -2.98641
H  3.63270  -0.10033  2.27070
H  5.41160  -0.18311  3.99357
H  7.08593  1.62543  4.12976
H  6.98554  3.52816  2.55709
H  5.21642  3.63151  0.85403

Summary:
- Energy above the lowest of the compared OMol25 structures with the same formula, charge and spin: 4.0 kcal per mole
- Max |F|: 0.58 eV Å⁻¹
- Charge: +1
- Spin multiplicity: 2
- Calculated total energy: -125781.615 eV
- Gap between HOMO and LUMO (spin up / spin down): 6.53 / 6.12 eV